ORCA calculation (ωB97M-V with the def2-TZVPD basis set) on a single C22H32N2O4 molecule.

Geometry (Å):
C1 -7.5527 -0.4195 0.3859
C2 -7.1479 -0.6561 -1.0649
O1 -6.2682 0.3430 -1.5507
C3 -5.0423 0.5457 -0.9937
C4 -4.5592 1.8461 -1.1224
C5 -3.3185 2.2103 -0.6480
C6 -2.5125 1.2655 -0.0260
C7 -1.1891 1.7028 0.4930
O2 -0.9347 2.8670 0.7522
N1 -0.2775 0.7196 0.6820
C8 1.0713 1.0116 1.0903
C9 1.9345 -0.1987 0.7452
O3 1.4252 -1.1833 0.2321
N2 3.2394 -0.1375 1.0590
C10 3.9464 1.0058 1.5893
C11 4.9409 1.5325 0.5520
C12 5.9104 0.4241 0.1399
C13 6.8977 0.8960 -0.9268
C14 7.8449 -0.2354 -1.3160
C15 7.0591 -1.4431 -1.8181
C16 6.0664 -1.9155 -0.7596
C17 5.1180 -0.7821 -0.3742
C18 4.1168 -1.2325 0.6928
C19 -2.9800 -0.0385 0.1095
C20 -4.2241 -0.4216 -0.3711
O4 -4.6980 -1.7076 -0.3029
C21 -4.0142 -2.6817 0.4586
C22 -4.1933 -2.4952 1.9627
H1 -7.9712 0.5779 0.5003
H2 -6.6894 -0.5099 1.0402
H3 -8.2973 -1.1531 0.6828
H4 -8.0210 -0.5676 -1.7181
H5 -6.7146 -1.6529 -1.1832
H6 -5.2007 2.5640 -1.6088
H7 -2.9604 3.2232 -0.7408
H8 -0.3823 -0.2055 0.2821
H9 1.4227 1.9131 0.5741
H10 1.1018 1.2007 2.1709
H11 3.2509 1.7893 1.8814
H12 4.4937 0.6809 2.4831
H13 5.4880 2.3782 0.9714
H14 4.3932 1.8838 -0.3251
H15 6.4788 0.1129 1.0249
H16 7.4683 1.7477 -0.5504
H17 6.3457 1.2275 -1.8092
H18 8.5332 0.1082 -2.0904
H19 8.4388 -0.5259 -0.4463
H20 7.7448 -2.2542 -2.0701
H21 6.5165 -1.1698 -2.7257
H22 5.4924 -2.7635 -1.1377
H23 6.6113 -2.2486 0.1272
H24 4.5535 -0.4770 -1.2622
H25 3.4939 -2.0470 0.3203
H26 4.6511 -1.5709 1.5879
H27 -2.3607 -0.7652 0.6095
H28 -4.4708 -3.6258 0.1470
H29 -2.9515 -2.7143 0.1899
H30 -3.6701 -3.2863 2.4927
H31 -5.2495 -2.5392 2.2184
H32 -3.8002 -1.5343 2.2867

Computed properties:
DFT total energy (Eh): -1268.0317
LUMO level (eV): 0.77
Frontier orbital gap (eV): 8.9
Charge: 0

---

ORCA calculation (ωB97M-V with the def2-TZVPD basis set) on 2 unconnected molecules or ions with the total composition C5H12OS2 in a non-equilibrium geometry.

Geometry (Å):
C1 1.5769 0.2270 -1.7523
C2 1.6090 1.3409 -0.9963
C3 2.4139 1.5423 0.2834
O1 3.0021 2.8575 0.1306
H1 1.0132 0.2286 -2.6839
H2 2.0454 -0.6544 -1.3533
H3 1.1272 2.2067 -1.4545
H4 1.7459 1.6188 1.1809
H5 3.2490 0.8112 0.4052
H6 3.6231 2.9281 0.8483
C4 -4.1533 -1.9751 -0.1519
S1 -2.9885 -0.7683 0.5381
S2 -1.3026 -2.0070 0.7330
C5 -0.1296 -0.6215 1.2199
H7 -3.6672 -2.5399 -0.9852
H8 -4.4305 -2.6298 0.6985
H9 -5.0141 -1.4297 -0.6264
H10 -0.1103 -0.4843 2.3006
H11 0.8781 -0.9575 0.9089
H12 -0.4877 0.3064 0.7565

Computed properties:
DFT total energy (Eh): -1069.2535
LUMO level (eV): 0.55
Frontier orbital gap (eV): 8.4
Charge: 0

---

ORCA calculation (ωB97M-V with the def2-TZVPD basis set) on a molecular structure, C44H42Cl3F6N3O9S5Sm in a non-equilibrium geometry.

Geometry (Å):
Sm1 -0.5633 0.1953 1.6612
O1 -2.9040 -0.1329 1.4084
S1 -3.5809 -1.3195 0.5828
C1 -4.9166 -0.9191 -0.6225
C2 -5.3098 0.5339 -0.6927
C3 -4.0894 1.4604 -1.0541
C4 -3.8172 2.5513 -0.0691
S2 -2.0557 3.0692 0.0842
O2 -1.3087 1.7485 0.0624
C5 -1.6112 3.7987 -1.4724
C6 -2.2474 5.0184 -1.8277
C7 -1.7786 5.7351 -2.9184
C8 -0.6606 5.2891 -3.6083
C9 -0.0737 4.1166 -3.2075
C10 -0.5203 3.3432 -2.1524
C11 -4.6367 -2.0307 1.8402
C12 -5.1220 -3.3056 1.4819
C13 -5.7718 -4.0833 2.4420
C14 -5.8839 -3.6299 3.7479
C15 -5.4446 -2.3170 4.0878
C16 -4.8326 -1.5241 3.1285
H1 -5.7551 -1.5864 -0.4082
H2 -4.4855 -1.2468 -1.6019
H3 -5.6822 0.8445 0.3030
H4 -6.1382 0.6265 -1.4348
H5 -4.3484 1.9448 -2.0282
H6 -3.2544 0.7270 -1.1901
H7 -4.0564 2.2224 0.9526
H8 -4.2978 3.5279 -0.3159
H9 -3.1469 5.2918 -1.3109
H10 -2.2273 6.6853 -3.2416
H11 -0.2865 5.7760 -4.4366
H12 0.6597 3.6577 -3.8924
H13 0.0119 2.4853 -1.8470
H14 -5.0507 -3.6399 0.4648
H15 -6.2222 -5.0343 2.1191
H16 -6.2276 -4.3202 4.5642
H17 -5.5382 -1.9490 5.1165
H18 -4.4196 -0.5241 3.3292
F1 3.4745 0.4892 4.1681
C17 3.7848 -0.4293 3.1817
F2 4.9438 -0.9858 3.4482
F3 3.9031 0.2961 2.0679
S3 2.3870 -1.7318 2.9363
O3 1.4145 -1.2620 1.9349
O4 3.1195 -2.9239 2.5563
N1 1.6661 -1.9368 4.3942
S4 0.1989 -1.4465 4.7148
O5 -0.2977 -0.2617 3.9582
O6 -0.0946 -1.3921 6.1134
C18 -0.7436 -2.7872 3.6716
F4 -1.1800 -2.2377 2.4526
F5 -1.7819 -3.2317 4.3153
F6 0.0421 -3.8006 3.3714
Cl1 2.7113 -3.2393 -9.3518
C19 2.2008 -3.1255 -7.7083
C20 2.8852 -2.4218 -6.7076
C21 2.5736 -2.5741 -5.3666
C22 1.6085 -3.6007 -5.0696
C23 1.4652 -4.2870 -3.6786
C24 0.1587 -4.0603 -2.8410
N2 0.1240 -2.7373 -2.1425
C25 0.0296 -1.5230 -2.8080
C26 -0.3399 -0.6195 -1.8666
N3 -0.3638 -1.1714 -0.6018
C27 -0.1341 -2.4786 -0.7749
O7 2.4999 -3.9738 -2.7581
C28 3.6727 -4.7158 -2.8494
C29 4.5269 -4.4265 -1.6386
C30 5.7203 -5.0013 -1.3761
Cl2 6.4586 -6.3363 -2.1183
S5 6.4921 -4.2750 0.0045
C31 5.2127 -3.1170 0.1926
C32 4.2601 -3.2842 -0.7504
C33 0.7183 -4.0334 -6.0834
Cl3 -0.8004 -4.8258 -5.8607
C34 0.9821 -3.7129 -7.4103
H19 3.8460 -1.8838 -6.9149
H20 3.0234 -1.8740 -4.6260
H21 1.4551 -5.3813 -3.8608
H22 0.2476 -4.9242 -2.1304
H23 -0.7739 -4.1134 -3.4626
H24 0.0675 -1.4364 -3.8813
H25 -0.6231 0.4040 -1.9395
H26 0.0257 -3.1946 0.0279
H27 4.2704 -4.4412 -3.7590
H28 3.4515 -5.8401 -2.9208
H29 5.2237 -2.2666 0.9240
H30 3.3264 -2.7473 -0.8720
H31 0.2913 -3.8865 -8.2172
C35 4.0280 6.8780 3.7985
C36 2.9812 5.9051 3.4663
C37 2.9869 5.3285 2.2025
C38 1.9129 4.4698 1.8621
C39 1.8266 4.0706 0.4047
C40 0.9931 4.0332 2.8247
C41 0.8688 4.7583 4.1128
C42 -0.2347 4.6526 5.0839
C43 1.8583 5.6840 4.3355
C44 0.4105 2.6585 2.5841
O8 -0.7575 2.3973 3.0324
O9 1.1082 1.8464 1.8657
H32 4.5439 6.7185 4.7665
H33 3.6864 7.9408 3.7530
H34 4.7400 6.8627 2.9769
H35 3.8560 5.3971 1.5553
H36 1.7436 2.9807 0.2599
H37 2.6235 4.4972 -0.1999
H38 0.9257 4.5254 -0.0972
H39 -0.8066 5.6315 5.1943
H40 0.1124 4.3835 6.0856
H41 -0.9400 3.8805 4.7003
H42 1.7966 6.1818 5.3019

Computed properties:
Multiplicity: 6
DFT total energy (Eh): -7171.7790
LUMO level (spin up / spin down) (eV): -2.80 / -2.30
Frontier orbital gap (spin up / spin down) (eV): 7.3 / 7.8
Charge: +1
<S²>: 8.76

---

ORCA calculation (ωB97M-V with the def2-TZVPD basis set) on a gas-phase ion, C8H14N3O (charge +1) in a non-equilibrium geometry.

Geometry (Å):
C1 2.8318 0.5078 -0.7248
N1 1.6033 -0.2648 -1.0040
C2 1.0440 -1.3667 -0.1029
N2 0.3460 -2.3753 -0.8727
N3 -0.8008 -2.6371 -0.5642
C3 -1.4152 -1.6510 0.3524
C4 -2.4699 -0.8410 -0.3422
C5 -1.8988 0.3708 -0.5919
C6 -2.4353 1.6065 -1.1934
O1 -0.6641 0.5849 0.1365
C7 -0.3821 -0.6795 0.7824
C8 -0.0064 -0.6931 2.2847
H1 2.6776 1.5034 -1.3152
H2 2.8389 0.6709 0.2899
H3 3.7310 -0.0803 -1.1930
H4 1.7178 -0.5764 -1.9367
H5 0.9025 0.4693 -0.9683
H6 1.6306 -1.7137 0.6160
H7 -1.7966 -2.2553 1.2242
H8 -3.4186 -1.2292 -0.7821
H9 -2.0051 2.5502 -0.8030
H10 -3.4876 1.5642 -1.2049
H11 -2.2347 1.6240 -2.2267
H12 0.9866 -1.1178 2.2722
H13 -0.7449 -1.3496 2.7513
H14 -0.0159 0.2704 2.7741

Computed properties:
DFT total energy (Eh): -552.3646
LUMO level (eV): -3.43
Frontier orbital gap (eV): 9.3
Charge: +1

---

ORCA calculation (ωB97M-V with the def2-TZVPD basis set) on 6 unconnected molecules or ions with the total composition C5H19NO6 in a non-equilibrium geometry.

Geometry (Å):
C1 -2.8776 0.6220 -0.2421
C2 -2.2960 0.1041 0.7897
C3 -1.0050 -0.7284 0.8565
C4 -0.3945 -0.5606 2.2884
N1 0.9735 -1.1763 2.5015
C5 -0.1709 0.9046 2.6705
O1 0.2585 1.5638 1.8159
H1 -3.8902 1.1383 -0.0269
H2 -2.8256 0.4518 -1.3154
H3 -2.7679 0.1867 1.7231
H4 -1.1207 -1.7357 0.6495
H5 -0.2860 -0.2491 0.2294
H6 -1.1394 -1.1448 2.9627
H7 1.4623 -0.6795 1.8242
H8 1.0146 -2.1134 2.3047
H9 -0.3492 1.1014 3.7365
O2 2.7658 -0.7733 -1.3794
H10 3.7217 -0.8929 -1.1468
H11 2.4142 -1.6242 -1.1240
O3 0.4328 -2.5667 -0.5006
H12 0.0782 -3.2139 -1.1057
H13 0.4220 -1.6959 -0.8793
O4 -0.8447 2.6225 -1.6025
H14 -0.5857 3.4698 -1.6205
H15 -1.1466 2.3751 -0.7346
O5 2.9970 1.7422 -2.1724
H16 2.6799 0.9749 -1.5870
H17 2.2017 1.8221 -2.6374
O6 0.0712 -0.3587 -2.1844
H18 0.8203 0.0691 -1.9327
H19 -0.6138 0.3650 -2.1609

Computed properties:
DFT total energy (Eh): -707.9987
LUMO level (eV): 0.47
Frontier orbital gap (eV): 10.0
Charge: 0

---

ORCA calculation (ωB97M-V with the def2-TZVPD basis set) on 3 unconnected molecules or ions with the total composition C26H54BFO6P in a non-equilibrium geometry.

Geometry (Å):
C1 3.0425 1.5071 0.6683
C2 4.1818 0.5364 0.3070
C3 4.5892 -0.3658 1.4834
C4 4.0947 -1.8169 1.3583
C5 2.6364 -1.9945 0.8986
C6 1.8355 -2.8944 1.8357
C7 0.3008 -2.9248 1.6100
C8 -0.2076 -2.4008 0.2554
C9 -1.5317 -3.0739 -0.1330
C10 -2.6686 -2.2343 -0.8012
P1 -3.1468 -3.1701 -2.3288
O1 -1.7376 -3.0889 -3.2111
O2 -4.0013 -2.0817 -3.2338
O3 -3.7629 -2.2406 0.0920
B1 -3.4434 -1.1218 1.0699
C11 -4.7884 -0.3925 1.6174
C12 -4.5574 0.8063 2.5490
C13 -3.4316 0.6003 3.5632
C14 -4.2946 2.0821 1.7496
O4 -2.4677 -0.2178 0.3466
C15 -2.4942 -0.7081 -0.9605
C16 -1.5453 -0.0459 -1.9444
F1 -0.1931 -0.3196 -1.7330
C17 -1.7288 1.4771 -1.9244
C18 -0.8521 2.1631 -0.8767
H1 3.4277 2.4092 1.1410
H2 2.3826 1.0290 1.3928
H3 2.4364 1.7487 -0.1996
H4 3.8321 -0.0797 -0.5204
H5 5.0360 1.1230 -0.0314
H6 5.6787 -0.3951 1.5509
H7 4.2242 0.0618 2.4191
H8 4.2237 -2.3013 2.3291
H9 4.7689 -2.3342 0.6722
H10 2.6533 -2.4636 -0.0864
H11 2.1172 -1.0492 0.7633
H12 2.0124 -2.5315 2.8537
H13 2.2296 -3.9129 1.8235
H14 -0.1838 -2.3377 2.3892
H15 -0.0492 -3.9519 1.7300
H16 0.5224 -2.5936 -0.5286
H17 -0.3320 -1.3300 0.3294
H18 -1.9882 -3.5423 0.7357
H19 -1.2741 -3.9047 -0.8056
H20 -1.3570 -3.9618 -3.1942
H21 -3.3890 -1.6403 -3.8316
H22 -2.8630 -1.6472 2.0470
H23 -5.3839 -0.0197 0.7691
H24 -5.3963 -1.1632 2.1008
H25 -5.4693 0.9874 3.1340
H26 -3.5010 -0.3856 4.0203
H27 -3.4639 1.3653 4.3438
H28 -2.4561 0.6579 3.0780
H29 -5.1629 2.3454 1.1436
H30 -4.1189 2.9148 2.4396
H31 -3.4085 1.9779 1.1250
H32 -3.4741 -0.4244 -1.3826
H33 -1.8042 -0.3992 -2.9424
H34 -1.5170 1.8932 -2.9084
H35 -2.7688 1.6714 -1.6779
H36 -0.8308 1.5831 0.0446
H37 0.1751 2.2633 -1.2214
H38 -1.2528 3.1470 -0.6342
C19 -6.8489 0.9751 -4.0931
C20 -6.0493 1.0342 -5.3923
C21 -4.9609 2.0388 -5.0348
O5 -4.7172 1.8884 -3.6408
C22 -5.7466 1.0831 -3.0478
H39 -7.4394 0.0671 -3.9828
H40 -7.5231 1.8333 -4.0280
H41 -5.6089 0.0573 -5.6041
H42 -6.6363 1.3395 -6.2586
H43 -5.2923 3.0665 -5.2295
H44 -4.0291 1.8699 -5.5783
H45 -5.3345 0.0984 -2.8106
H46 -6.0804 1.5513 -2.1216
C23 9.2368 2.4212 1.7050
C24 10.0032 1.1249 1.9593
C25 9.3958 0.6650 3.2787
O6 8.0466 1.1262 3.2815
C26 7.8488 2.0608 2.2190
H47 9.2305 2.7307 0.6610
H48 9.6631 3.2326 2.2995
H49 9.7871 0.4008 1.1709
H50 11.0831 1.2555 2.0154
H51 9.9225 1.1075 4.1322
H52 9.3999 -0.4194 3.3958
H53 7.2494 1.5813 1.4378
H54 7.2963 2.9207 2.5983

Computed properties:
DFT total energy (Eh): -1940.6767
LUMO level (eV): 2.22
Frontier orbital gap (eV): 6.4
Charge: -1